No. 1
The following is a DFT calculation (wB97M-V/def2-TZVPD) of a structure of composition C17H39OP3RuSe in a non-equilibrium geometry.

Output
total charge = +4
spin multiplicity = 5
lowest unoccupied orbital energy (alpha / beta) = -15.17 / -15.90 eV
⟨S²⟩ = 6.04
maximum force = 3.673 eV/A
HOMO energy (alpha / beta) = -18.79 / -21.14 eV

Geometry (Å):
Ru  -0.227  -1.229  -1.740
P  2.012  -1.659  -1.421
P  0.031  0.979  -2.020
P  -0.844  -2.133  0.196
H  -3.422  2.214  0.099
C  -2.991  1.372  0.693
C  -2.071  1.851  1.735
H  -1.460  2.732  1.547
C  2.515  -2.862  -2.742
C  3.325  -0.362  -1.534
C  2.697  -2.423  0.115
C  -1.355  2.150  -2.266
C  1.261  2.201  -1.405
C  0.579  0.650  -3.740
C  -2.571  -2.072  0.774
C  -0.042  -2.125  1.853
C  -0.648  -3.867  -0.372
H  -3.782  0.739  1.133
H  -2.021  1.312  2.683
H  3.589  -3.083  -2.685
H  2.279  -2.428  -3.723
H  1.934  -3.786  -2.622
H  4.299  -0.822  -1.780
H  3.398  0.128  -0.546
H  3.089  0.388  -2.293
H  3.680  -2.884  -0.092
H  2.026  -3.185  0.520
H  2.819  -1.613  0.860
H  -1.218  2.693  -3.216
H  -1.368  2.871  -1.439
H  -2.306  1.599  -2.290
H  1.755  2.726  -2.243
H  2.017  1.712  -0.784
H  0.736  2.945  -0.786
H  0.065  1.355  -4.399
H  0.248  -0.364  -4.033
H  1.664  0.713  -3.862
H  -2.871  -3.089  1.085
H  -3.225  -1.719  -0.035
H  -2.636  -1.391  1.632
H  0.074  -3.163  2.220
H  -0.686  -1.572  2.553
H  0.935  -1.634  1.837
H  -1.439  -4.457  0.100
H  0.342  -4.270  -0.135
H  -0.798  -3.913  -1.469
C  -2.745  -2.657  -4.207
C  -3.747  -1.720  -3.922
C  -5.025  -1.864  -4.486
C  -5.334  -2.930  -5.340
C  -4.324  -3.857  -5.641
C  -3.047  -3.726  -5.091
Se  -0.953  -2.525  -3.523
H  -2.393  0.742  -0.022
H  -3.511  -0.881  -3.266
H  -5.800  -1.132  -4.260
H  -6.333  -3.032  -5.776
H  -4.543  -4.684  -6.318
H  -2.266  -4.448  -5.339
O  1.569  0.672  1.436
H  1.745  1.630  1.439
H  0.653  0.636  1.816

---

No. 2
The following is a DFT calculation (wB97M-V/def2-TZVPD) of an isolated molecule of C7H8O2 in a non-equilibrium geometry.

Output
lowest unoccupied orbital energy = 0.88 eV
maximum force = 4.538 eV/A
HOMO energy = -9.08 eV

Geometry (Å):
C  -0.843  -1.475  -0.111
C  2.793  -0.678  -0.294
C  1.699  -1.042  0.323
C  -1.995  -0.564  -0.327
C  -1.567  0.907  -0.009
C  -0.054  0.937  -0.098
C  0.488  -0.447  -0.164
O  -0.914  -2.657  0.014
O  0.477  0.420  -1.289
H  3.841  -1.109  -0.048
H  2.831  -0.077  -1.211
H  1.783  -1.865  0.976
H  -2.262  -0.481  -1.453
H  -2.959  -0.744  0.253
H  -2.197  1.605  -0.587
H  -1.966  1.279  1.049
H  0.407  1.721  0.283

---

No. 3
The following is a DFT calculation (wB97M-V/def2-TZVPD) of a cluster of 2 separate species, C11H15N in total in a non-equilibrium geometry.

Output
lowest unoccupied orbital energy = 0.92 eV
maximum force = 1.771 eV/A
HOMO energy = -7.88 eV

Geometry (Å):
C  3.688  -0.761  -0.676
C  2.463  -1.688  -0.712
H  3.530  0.128  -1.285
H  3.941  -0.456  0.336
H  4.579  -1.320  -0.969
H  1.934  -1.597  -1.648
H  1.774  -1.474  0.101
H  2.770  -2.723  -0.555
C  -2.543  1.803  2.303
C  -0.674  2.498  0.728
C  -1.524  1.574  1.247
C  -0.445  0.651  -0.546
C  -1.307  0.366  0.502
C  -0.224  -0.280  -1.567
C  -1.941  -0.891  0.648
C  -0.966  -1.438  -1.510
C  -1.731  -1.781  -0.367
N  0.052  1.911  -0.317
H  -0.291  3.462  1.028
H  0.463  2.415  -1.086
H  -3.528  2.039  1.912
H  -2.217  2.536  3.046
H  0.537  -0.076  -2.308
H  -2.376  -1.074  1.621
H  -1.133  -1.967  -2.441
H  -2.106  -2.798  -0.429
H  -2.726  0.941  2.945

---

No. 4
The following is a DFT calculation (wB97M-V/def2-TZVPD) of a structure of composition C27H32CoN5OSTe in a non-equilibrium geometry.

Output
total charge = +1
spin multiplicity = 6
lowest unoccupied orbital energy (alpha / beta) = -3.34 / -4.35 eV
⟨S²⟩ = 8.78
maximum force = 1.450 eV/A
HOMO energy (alpha / beta) = -10.82 / -10.93 eV

Geometry (Å):
Co  -0.161  -0.101  0.234
N  3.243  -0.270  2.894
C  2.156  -0.413  2.136
S  1.776  0.862  0.993
N  1.451  -1.520  2.298
N  0.362  -1.546  1.509
C  -0.318  -2.629  1.405
C  -1.380  -2.646  0.385
C  -2.304  -3.669  0.269
C  -3.253  -3.611  -0.740
C  -3.245  -2.537  -1.616
C  -2.297  -1.546  -1.434
N  -1.391  -1.590  -0.460
H  3.841  0.526  2.770
H  3.481  -0.986  3.560
H  -0.069  -3.493  2.012
H  -2.273  -4.492  0.970
H  -3.988  -4.397  -0.845
H  -3.954  -2.468  -2.428
H  -2.246  -0.687  -2.092
C  -3.240  1.543  0.010
C  -2.008  2.094  -0.679
O  -2.110  3.149  -1.347
N  -0.863  1.443  -0.519
Te  0.443  3.466  -1.440
C  0.432  2.929  -3.475
C  1.051  1.755  -3.911
C  1.666  0.729  -2.997
C  1.101  1.516  -5.283
C  0.562  2.397  -6.205
C  0.674  2.147  -7.682
C  -0.090  3.532  -5.730
C  -0.175  3.817  -4.378
C  -0.913  5.052  -3.932
C  1.584  5.266  -1.692
C  1.022  6.487  -1.329
C  -0.383  6.654  -0.806
C  1.816  7.626  -1.460
C  3.126  7.560  -1.902
C  3.971  8.797  -2.022
C  3.663  6.311  -2.211
C  2.919  5.147  -2.103
C  3.562  3.822  -2.424
H  -3.900  2.377  0.239
H  -2.977  1.012  0.923
H  -3.768  0.860  -0.655
H  1.734  1.066  -1.967
H  2.673  0.472  -3.327
H  1.074  -0.189  -3.010
H  1.587  0.611  -5.632
H  1.263  1.256  -7.891
H  1.146  2.995  -8.179
H  -0.312  2.017  -8.131
H  -0.551  4.213  -6.437
H  -1.642  5.348  -4.685
H  -0.222  5.886  -3.789
H  -1.452  4.882  -2.999
H  -0.908  5.706  -0.682
H  -0.975  7.273  -1.482
H  -0.364  7.154  0.163
H  1.390  8.587  -1.194
H  3.404  9.691  -1.770
H  4.352  8.907  -3.038
H  4.833  8.741  -1.356
H  4.697  6.242  -2.529
H  4.646  3.907  -2.397
H  3.272  3.477  -3.419
H  3.274  3.050  -1.705

---

No. 5
The following is a DFT calculation (wB97M-V/def2-TZVPD) of a cluster of 11 separate species, C46H125N11O12 in total in a non-equilibrium geometry.

Output
lowest unoccupied orbital energy = -0.05 eV
maximum force = 4.983 eV/A
HOMO energy = -8.80 eV

Geometry (Å):
C  -1.259  -9.478  -1.559
O  -1.011  -8.262  -0.895
C  -2.170  -7.487  -0.636
C  -1.868  -6.042  -0.030
N  -3.146  -5.490  0.453
C  -2.949  -4.000  0.731
C  -1.896  -3.694  1.829
O  -2.004  -4.735  2.789
C  -0.991  -4.673  3.825
H  -1.231  -9.433  -2.647
H  -2.260  -9.818  -1.293
H  -0.496  -10.194  -1.251
H  -2.771  -8.116  0.021
H  -2.737  -7.475  -1.567
H  -1.345  -5.381  -0.721
H  -1.188  -6.193  0.809
H  -3.597  -5.914  1.251
H  -3.935  -3.679  1.066
H  -2.772  -3.471  -0.206
H  -2.188  -2.754  2.297
H  -0.908  -3.651  1.370
H  0.025  -4.971  3.568
H  -1.429  -5.239  4.647
H  -0.848  -3.646  4.162
C  1.538  -4.216  -5.073
C  2.252  -5.533  -5.440
C  2.995  -6.254  -4.287
O  4.293  -5.793  -4.074
C  5.014  -6.489  -2.975
N  1.112  -6.360  -5.719
H  0.632  -4.396  -4.493
H  1.200  -3.682  -5.961
H  2.337  -3.576  -4.697
H  2.827  -5.615  -6.363
H  3.081  -7.331  -4.428
H  2.377  -6.092  -3.404
H  5.111  -7.570  -3.073
H  4.389  -6.284  -2.106
H  6.037  -6.134  -2.850
H  0.595  -5.951  -6.484
H  0.524  -6.339  -4.897
C  -5.019  -8.889  4.268
C  -6.110  -9.963  4.401
C  -7.399  -9.533  3.796
O  -7.971  -8.379  4.406
C  -9.239  -7.994  3.874
N  -5.511  -11.224  3.896
H  -4.878  -8.830  3.188
H  -4.178  -9.278  4.841
H  -5.386  -7.914  4.590
H  -6.406  -10.008  5.449
H  -8.069  -10.384  3.925
H  -7.325  -9.279  2.739
H  -9.765  -7.193  4.394
H  -9.918  -8.845  3.936
H  -9.244  -7.489  2.908
H  -4.559  -11.266  4.231
H  -6.028  -11.939  4.388
C  -3.529  1.737  10.494
C  -4.438  1.005  9.623
C  -3.689  -0.167  8.890
O  -2.936  0.346  7.722
C  -3.791  0.881  6.663
N  -5.551  0.583  10.454
H  -3.821  2.710  10.888
H  -2.699  2.016  9.846
H  -2.992  1.251  11.309
H  -4.867  1.721  8.922
H  -4.402  -0.891  8.495
H  -3.047  -0.703  9.589
H  -4.181  1.854  6.961
H  -4.574  0.189  6.352
H  -3.225  1.187  5.783
H  -5.277  0.763  11.409
H  -6.345  1.181  10.274
C  3.449  0.708  7.949
C  3.418  -0.796  8.078
C  4.680  -1.554  8.588
O  4.444  -2.956  8.390
C  5.293  -3.826  9.081
N  2.196  -1.024  8.941
H  3.573  1.177  8.926
H  2.504  1.013  7.499
H  4.261  1.132  7.358
H  3.274  -1.100  7.041
H  4.695  -1.333  9.656
H  5.631  -1.306  8.118
H  4.951  -3.854  10.116
H  6.276  -3.355  9.069
H  5.274  -4.841  8.685
H  1.952  -2.004  8.927
H  1.377  -0.631  8.501
C  -4.834  6.102  -2.192
C  -4.489  5.075  -3.234
C  -4.153  3.711  -2.603
O  -4.245  2.779  -3.622
C  -4.081  1.496  -3.146
N  -5.684  4.956  -3.875
H  -5.177  7.003  -2.699
H  -3.842  6.444  -1.897
H  -5.510  5.789  -1.395
H  -3.754  5.368  -3.984
H  -4.800  3.542  -1.741
H  -3.114  3.853  -2.304
H  -4.384  0.936  -4.031
H  -4.699  1.303  -2.269
H  -3.055  1.278  -2.849
H  -5.467  4.123  -4.404
H  -6.278  4.488  -3.205
C  2.166  -9.566  11.301
C  0.628  -9.872  11.101
C  -0.237  -9.518  12.272
O  -1.614  -9.736  11.989
C  -2.406  -9.330  13.078
N  0.289  -9.063  9.911
H  2.393  -10.232  12.134
H  2.485  -8.556  11.560
H  2.738  -9.781  10.398
H  0.359  -10.924  11.006
H  0.077  -8.498  12.495
H  0.100  -10.147  13.096
H  -2.085  -9.767  14.024
H  -3.468  -9.360  12.833
H  -2.075  -8.292  13.042
H  0.115  -8.099  10.157
H  -0.539  -9.534  9.574
C  0.822  1.990  1.350
C  2.105  1.332  1.710
C  2.838  0.787  0.352
O  4.125  0.130  0.690
C  4.015  -1.258  1.250
N  3.021  2.279  2.260
H  0.988  2.742  0.579
H  0.344  2.461  2.209
H  0.176  1.233  0.906
H  1.983  0.500  2.403
H  3.245  1.613  -0.232
H  2.413  0.021  -0.297
H  3.464  -1.150  2.184
H  4.878  -1.924  1.250
H  3.273  -1.780  0.646
H  3.958  1.901  2.243
H  2.908  3.113  1.701
C  -10.517  -5.458  9.983
C  -9.083  -5.687  10.592
C  -8.037  -6.198  9.630
O  -6.784  -6.050  10.325
C  -5.698  -6.699  9.601
N  -8.679  -4.421  11.267
H  -10.816  -6.348  9.431
H  -10.620  -4.663  9.245
H  -11.244  -5.242  10.766
H  -9.163  -6.331  11.467
H  -7.970  -5.815  8.612
H  -8.254  -7.267  9.632
H  -4.753  -6.646  10.142
H  -5.476  -6.017  8.780
H  -5.899  -7.720  9.275
H  -7.735  -4.598  11.581
H  -8.530  -3.665  10.614
C  -1.300  -21.628  -5.866
C  -1.315  -20.243  -6.527
C  -0.450  -19.256  -5.721
O  -1.294  -18.708  -4.660
C  -0.871  -17.479  -4.068
N  -0.862  -20.386  -7.953
H  -2.214  -22.193  -6.047
H  -1.211  -21.348  -4.817
H  -0.511  -22.321  -6.157
H  -2.346  -19.912  -6.654
H  -0.113  -18.532  -6.462
H  0.381  -19.841  -5.326
H  -1.632  -16.959  -3.486
H  -0.461  -16.767  -4.785
H  -0.080  -17.678  -3.346
H  -1.421  -20.944  -8.583
H  -0.879  -19.471  -8.379
C  5.094  -12.031  1.244
C  5.420  -11.230  2.481
C  4.626  -9.856  2.476
O  5.236  -8.979  3.347
C  4.434  -7.853  3.674
N  5.100  -12.167  3.596
H  4.008  -11.966  1.178
H  5.366  -13.079  1.363
H  5.524  -11.633  0.325
H  6.501  -11.100  2.517
H  3.582  -9.936  2.779
H  4.571  -9.444  1.468
H  4.007  -7.319  2.825
H  4.963  -7.011  4.120
H  3.638  -8.211  4.327
H  5.652  -13.009  3.517
H  5.483  -11.745  4.430

---

No. 6
The following is a DFT calculation (wB97M-V/def2-TZVPD) of a cluster of 2 separate species, H2IO in total.

Output
total charge = -1
lowest unoccupied orbital energy = 3.59 eV
maximum force = 0.422 eV/A
HOMO energy = -3.32 eV

Geometry (Å):
I  -0.096  2.447  3.185
O  -0.043  -0.763  -1.441
H  -0.276  -0.187  -0.714
H  0.415  -1.497  -1.029